Formula: C5H7N
Source: the OMol25 dataset
Level of theory: wB97M-V/def2-TZVPD

Computed properties:
Energy above the lowest of the compared OMol25 structures with the same formula, charge and spin ... 67.5 kcal/mol
E_LUMO ... 1.0 eV
Molecular weight ... 81.118 g/mol
Orbital gap ... 0.3803 Ha

Positions of all 13 atoms, in Å:
C: 0.7021 -1.4692 -0.0539
C: 0.9217 0.4735 -0.0845
C: 1.4727 1.6626 0.0217
C: -0.2734 -0.4070 -0.4567
C: -1.6806 -0.2413 0.2770
N: 1.6971 -0.7197 0.1997
H: 0.4020 -2.5232 0.1636
H: 2.4871 1.6229 0.3651
H: 0.9926 2.4425 -0.3547
H: -0.4875 -0.2962 -1.5839
H: -1.5986 0.0629 1.3089
H: -2.2807 -1.0815 0.3695
H: -2.3545 0.4736 -0.1717

Atoms 1-2, force components in eV/Å:
-2.374 -0.814 0.331
1.080 -1.231 0.119